{
  "formula": "C8H16ClFeN2O7",
  "method": "wB97M-V/def2-TZVPD",
  "symbols": ["O", "H", "N", "H", "O", "H", "C", "C", "H", "H", "H", "H", "H", "H", "H", "O", "H", "O", "C", "O", "C", "O", "C", "H", "H", "C", "H", "H", "C", "Cl", "C", "Fe", "H", "N", "O"],
  "coordinates": [[-2.399, 0.417, 3.282], [-1.929, -4.073, -1.236], [-1.579, -2.730, 0.334], [-2.570, -0.300, -0.727], [-1.619, 2.200, 1.935], [-2.152, -3.887, 1.984], [3.673, 2.435, -0.337], [-1.505, -0.534, -0.785], [2.079, 1.307, -3.132], [3.653, 3.523, -0.376], [0.533, 0.252, -2.088], [3.762, 1.724, -2.837], [-3.331, -3.719, -0.210], [-0.079, 1.922, -2.029], [4.605, 2.074, -0.763], [1.309, 1.561, 0.690], [-0.847, -4.574, 0.994], [-0.361, -1.059, 1.236], [-1.131, -1.514, 0.319], [-0.797, 0.695, -0.537], [-1.243, -3.659, 1.430], [-0.199, 1.281, 3.469], [-2.459, -3.288, -0.699], [-2.797, -2.530, -1.399], [3.583, 2.101, 0.689], [0.269, 1.078, -1.428], [-1.280, -0.918, -1.778], [-0.507, -3.214, 2.088], [2.736, 1.991, -2.603], [-1.679, 1.628, 3.356], [1.452, 1.526, -0.584], [-0.215, 0.812, 1.528], [2.551, 3.012, -2.935], [2.559, 1.904, -1.147], [-2.086, 2.558, 4.298]],
  "lowdin_spin": [0.010, 0.001, 0.018, 0.000, 0.145, 0.000, 0.002, 0.005, 0.000, 0.001, 0.000, 0.000, 0.001, 0.000, 0.000, 0.149, 0.000, 0.135, 0.013, 0.060, 0.002, 0.138, 0.002, 0.000, 0.000, 0.005, 0.000, 0.000, 0.003, 0.003, 0.013, 4.252, 0.001, 0.019, 0.019],
  "total_charge": 2,
  "de_lowest_kj_mol": 0.0,
  "s_squared": 8.76,
  "homo_energy_ev": [-17.80, -17.70],
  "gap_ev": [11.884, 8.118],
  "spin_multiplicity": 6
}

{
  "formula": "C3H7N4",
  "method": "wB97M-V/def2-TZVPD",
  "symbols": ["N", "H", "N", "N", "H", "C", "N", "H", "H", "C", "H", "C", "H", "H"],
  "coordinates": [[-0.669, -1.143, 1.458], [-0.169, 1.291, 0.578], [1.140, 1.251, -0.933], [-0.049, -0.624, 0.404], [-1.910, -0.180, -0.321], [1.742, 0.207, -0.543], [1.222, -0.599, 0.368], [-0.815, 2.013, -0.946], [2.718, 0.119, -0.768], [-0.225, 1.272, -0.590], [-0.489, -0.632, -1.624], [-0.858, -0.137, -0.711], [0.051, -1.455, 2.042], [-1.690, -1.383, 1.584]],
  "lowdin_charge": [0.213, 0.182, 0.141, -0.216, 0.157, -0.185, 0.190, 0.099, 0.106, -0.152, 0.159, -0.011, 0.122, 0.197],
  "total_charge": 1,
  "de_lowest_kj_mol": 463.9,
  "homo_energy_ev": [-14.91, -14.91],
  "gap_ev": [8.856, 8.855],
  "smiles": "N[N+]1=NC=NCC1"
}

{
  "formula": "C2H4O2Pb",
  "method": "wB97M-V/def2-TZVPD",
  "symbols": ["O", "H", "H", "H", "H", "Pb", "C", "C", "O"],
  "coordinates": [[-2.010, 0.461, 0.070], [-2.121, -0.059, 0.870], [-0.239, 1.165, -0.907], [1.815, 1.740, 0.831], [-0.686, -1.786, -0.155], [2.792, 0.145, 0.378], [-0.065, -0.896, -0.367], [-0.723, 0.275, -0.489], [1.237, -1.046, -0.230]],
  "lowdin_spin": [0.006, 0.000, 0.004, 0.050, 0.000, 0.796, 0.004, 0.016, 0.124],
  "total_charge": -1,
  "de_lowest_kj_mol": 0.0,
  "s_squared": 0.75,
  "homo_energy_ev": [-1.15, -3.45],
  "gap_ev": [4.958, 7.218],
  "spin_multiplicity": 2
}

{
  "formula": "C14H45O15",
  "method": "wB97M-V/def2-TZVPD",
  "symbols": ["H", "H", "O", "H", "H", "H", "H", "H", "C", "H", "H", "H", "H", "C", "H", "O", "C", "O", "C", "O", "H", "H", "H", "H", "H", "O", "H", "H", "C", "H", "O", "H", "C", "C", "O", "C", "O", "C", "H", "O", "H", "H", "H", "H", "H", "H", "C", "O", "H", "C", "H", "H", "H", "H", "O", "O", "H", "O", "C", "H", "H", "C", "H", "H", "H", "H", "H", "H", "O", "H", "O", "C", "H", "H"],
  "coordinates": [[-5.218, 7.967, -24.142], [-6.754, 2.671, -22.135], [-2.952, 2.396, -21.847], [-7.155, 4.365, -22.236], [-5.342, 2.481, -16.055], [-1.832, 7.535, -20.956], [-9.989, 4.353, -20.378], [-10.010, 7.036, -22.458], [-6.753, 5.894, -25.289], [-10.512, 6.819, -20.805], [-7.949, 3.079, -19.674], [-6.382, 5.397, -27.250], [-4.691, 5.569, -20.482], [-8.187, 3.399, -20.688], [-4.562, 5.968, -24.989], [-9.136, 4.607, -20.737], [-6.334, 8.994, -16.454], [-5.172, 8.126, -18.590], [-5.466, 5.876, -24.387], [-0.797, 4.122, -23.900], [-9.204, 8.673, -20.039], [-4.207, 8.522, -16.840], [-2.448, 4.579, -22.724], [-5.747, 6.243, -21.496], [-6.016, 7.724, -18.809], [-6.515, 4.956, -26.408], [0.040, 8.990, -23.336], [-8.754, 2.628, -21.210], [-3.931, 4.590, -18.102], [-2.530, 9.124, -22.592], [-7.998, 7.071, -20.131], [-2.838, 4.440, -24.393], [-8.752, 8.052, -20.812], [-6.918, 3.565, -21.534], [-10.928, 8.583, -21.491], [-10.057, 7.534, -21.490], [-3.617, 4.601, -19.474], [-2.199, 4.012, -23.621], [-6.246, 8.992, -15.367], [-7.609, 8.545, -16.732], [-10.542, 9.462, -21.483], [-6.997, 6.898, -25.637], [-2.702, 4.364, -19.642], [-5.383, 2.867, -18.317], [-2.236, 7.850, -23.660], [-5.125, 3.077, -21.211], [-5.216, 8.258, -17.160], [-5.718, 3.772, -20.916], [1.034, 7.070, -22.797], [-1.952, 8.203, -22.669], [-8.422, 6.210, -20.157], [-0.455, 4.542, -23.108], [-7.602, 5.585, -24.679], [-0.184, 8.819, -21.615], [-2.385, 7.262, -21.692], [-5.107, 3.378, -16.305], [-5.365, 4.950, -23.822], [-5.512, 7.199, -23.647], [-4.626, 3.217, -17.615], [-3.871, 2.446, -17.770], [-2.116, 1.826, -23.732], [-0.405, 8.350, -22.574], [-8.085, 8.783, -21.269], [-5.497, 7.256, -16.836], [-7.722, 7.689, -16.310], [-4.152, 6.520, -21.574], [-4.516, 5.446, -17.767], [-6.233, 10.013, -16.829], [0.166, 7.120, -22.390], [-2.905, 1.448, -21.700], [-4.915, 6.329, -21.025], [-2.761, 2.584, -23.290], [-3.795, 2.445, -23.604], [-2.900, 4.579, -17.749]],
  "lowdin_charge": [0.086, 0.134, -0.105, 0.110, 0.092, 0.099, 0.090, 0.115, -0.179, 0.111, 0.120, 0.081, 0.076, -0.097, 0.104, -0.107, -0.282, -0.076, -0.147, -0.040, 0.113, 0.129, 0.099, 0.121, 0.045, -0.078, 0.133, 0.116, -0.154, 0.122, -0.086, 0.098, -0.211, -0.256, -0.050, -0.266, -0.101, -0.215, 0.128, -0.040, 0.096, 0.117, 0.109, 0.094, 0.113, 0.078, -0.231, -0.069, 0.109, -0.198, 0.030, 0.070, 0.108, 0.118, -0.077, -0.041, 0.099, -0.112, -0.230, 0.112, 0.124, -0.251, 0.122, 0.095, 0.093, 0.098, 0.104, 0.124, -0.049, 0.084, 0.266, -0.167, 0.104, 0.126],
  "total_charge": 1,
  "homo_energy_ev": -11.87,
  "gap_ev": 9.800
}

{
  "formula": "C7H11NP",
  "method": "wB97M-V/def2-TZVPD",
  "symbols": ["C", "H", "N", "C", "P", "H", "H", "H", "H", "C", "H", "H", "H", "C", "H", "C", "C", "H", "H", "C"],
  "coordinates": [[1.048, 0.697, 0.570], [-1.928, -0.620, 1.154], [0.578, -1.368, -1.471], [0.558, 0.513, 2.929], [-0.141, 1.205, -2.254], [0.304, -2.393, -1.377], [-1.374, 1.773, -1.719], [1.279, -1.266, -0.827], [1.740, 0.946, -0.140], [-0.771, 0.164, 2.601], [-0.712, 0.605, -3.278], [1.130, 0.721, 3.885], [0.988, -1.387, -2.406], [-0.162, 0.113, 0.276], [2.368, 1.217, 2.263], [-1.066, -0.070, 1.277], [1.366, 0.886, 1.925], [-1.554, -0.039, 3.361], [-1.492, -0.753, -1.102], [-0.484, -0.291, -1.137]],
  "lowdin_charge": [-0.070, 0.097, 0.186, -0.066, 0.927, 0.206, -0.023, 0.096, 0.069, -0.024, -0.146, 0.143, 0.156, -0.337, 0.128, -0.055, -0.083, 0.130, 0.134, -0.468],
  "total_charge": 1,
  "de_lowest_kj_mol": 6.9,
  "homo_energy_ev": -13.14,
  "gap_ev": 9.508,
  "smiles": "[NH3+][C@H](P)c1ccccc1"
}

Let's list max |F| in order: 0.019; 0.090; 0.058; 0.076; 0.084 Eh/bohr.
Let's list M in order: 343.52; 99.12; 267.25; 453.50; 140.15 u.